No. 1
The following is a quantum chemistry calculation of C4HKO4 as an isolated structure, from the Open Molecules 2025 dataset.

Structure (ORCA input):
```
! wB97M-V def2-TZVPD RIJCOSX def2/J DEFGRID3
* xyz 1 2
K 0.70532 1.70588 -2.03770
O 1.72887 -0.64062 -1.52442
O -1.81889 0.01685 2.05050
C -1.52702 -0.84574 1.22727
C 0.84612 -1.50762 -1.12544
O -0.38367 2.38865 2.37613
C -0.85053 1.90577 1.45056
H 2.58040 -1.07340 -1.68727
C -1.04553 -1.21743 0.10652
O -0.23508 -0.73235 -0.83616
*
```

Values from the calculation:
HOMO (spin up / spin down) (eV): -13.26 / -12.82

natural (NBO) atomic charge list, values in e, 4 entries:
1 K 0.979
2 O -0.730
3 O -0.420
4 C 0.501


No. 2
The following is a quantum chemistry calculation of a 2-piece molecular cluster, C3H7NO2 overall, from the Open Molecules 2025 dataset.

Structure (ORCA input):
```
! wB97M-V def2-TZVPD RIJCOSX def2/J DEFGRID3
* xyz 0 1
O 0.88426 1.09758 -0.85848
N 2.56856 0.22849 0.39859
H -2.03924 1.20753 -0.02368
C -2.12218 0.12544 0.05196
H -1.45871 -1.74439 -0.72289
H 2.76328 -0.28998 1.23943
H -2.75432 -0.28477 0.83429
H -0.78701 -0.22651 -1.54200
C 1.26922 0.31223 -0.00986
H -0.47374 -0.22996 0.60929
C -1.47275 -0.65964 -0.81471
H 3.13226 1.04018 0.20186
O 0.49037 -0.57621 0.63619
*
```

Values from the calculation:
Relative energy (zero: lowest compared OMol25 entry of this formula, charge and spin) (kJ/mol): 144.39
HOMO (eV): -10.08

natural (NBO) atomic charge list, values in e, 4 entries:
1 O -0.667
2 N -0.839
3 H 0.220
4 C -0.488


No. 3
The following is a quantum chemistry calculation of a 2-piece molecular cluster, H5N3O2P overall, from the Open Molecules 2025 dataset.

Structure (ORCA input):
```
! wB97M-V def2-TZVPD RIJCOSX def2/J DEFGRID3
* xyz -1 1
O -1.36479 0.11225 1.14117
H 0.86777 2.41079 1.04751
N -0.53971 -1.02595 -1.51815
P 0.08396 -0.15561 1.03007
H 1.03588 -1.78379 -0.56012
H -1.09774 -0.16052 -1.31785
O 0.78049 -0.71160 2.22595
N 0.36937 -0.99079 -0.44769
H -1.16402 -1.87398 -1.43444
N 0.91897 1.99174 0.20662
H 0.10982 2.18746 -0.37308
*
```

Values from the calculation:
Relative energy (zero: lowest compared OMol25 entry of this formula, charge and spin) (kJ/mol): 205.57
HOMO (eV): -4.19

natural (NBO) atomic charge list, values in e, 4 entries:
1 O -1.166
2 H 0.311
3 N -0.665
4 P 2.306


No. 4
The following is a quantum chemistry calculation of a 10-piece molecular cluster, C39H95N5O14S4 overall, from the Open Molecules 2025 dataset.

Structure (ORCA input):
```
! wB97M-V def2-TZVPD RIJCOSX def2/J DEFGRID3
* xyz 0 1
C -9.63314 7.54815 -16.05159
C -14.89719 -0.80833 -25.81049
H -14.07101 -1.24208 -15.43539
H -12.96397 1.96840 -24.93511
H -7.03101 7.43196 -19.95681
H -15.24230 1.25650 -25.42508
O -8.28628 -7.07986 -19.59577
C -3.76956 -1.46669 -15.72669
H 3.42471 -1.86459 -13.89209
H -11.34379 -1.55191 -15.66146
H -9.26058 -2.77954 -8.65822
C -7.89494 -8.01950 -18.60716
H 1.11943 1.93464 -17.16429
C -11.90587 -0.67064 -15.35239
H -13.25611 -0.49651 -16.90704
H 4.90069 -0.94199 -15.47153
C -8.58251 -3.04910 -10.57963
H -10.23647 -7.38913 -16.00113
H 1.36065 -4.31383 -13.41457
H -9.45761 8.06423 -18.53277
H -11.72932 1.26670 -22.69472
C -7.64985 -4.29569 -10.17366
C -11.13235 0.63740 -15.79534
C 2.02975 -3.95606 -12.63201
C 1.13895 -4.93289 -21.37447
H -7.81472 4.72354 -17.97592
H 3.22614 -3.00770 -14.99795
O -13.27823 0.26525 -23.77039
H 0.31728 -4.21196 -18.47710
C -6.65714 -1.72362 -18.43683
H -8.14650 -2.42744 -11.36164
H -5.11923 -9.91193 -12.27840
H -15.50510 -1.21828 -26.61702
C -7.27630 -6.67668 -20.59434
C 3.53419 -3.83765 -12.98972
H -5.70400 -1.57376 -18.94394
H -3.60258 -8.47874 -16.01494
O -0.35215 -2.74422 -20.74136
C -0.41301 3.09634 -20.01803
H -7.23862 4.35255 -19.53179
C 0.61257 -6.07662 -19.29590
C 5.40459 -1.90046 -15.59607
H -7.26207 -2.58671 -18.71471
H 0.94857 -5.49626 -22.28797
H -3.55801 -10.17444 -15.65907
O -5.09174 -3.35162 -9.83371
H -9.88043 -8.79046 -18.04900
H 1.41277 4.12222 -20.82829
O 3.08760 3.30432 -18.69218
H -0.04468 4.16750 -18.14967
N -8.61235 -9.35302 -16.68453
H -8.32242 -10.13761 -17.25061
O 5.24048 -2.75053 -14.50616
H -1.19355 -5.16383 -18.63909
C 1.73711 -5.76749 -20.22832
H -3.53187 -1.18591 -16.75273
H -12.25223 0.49982 -25.58568
H -9.14124 -1.20834 -9.59009
H -15.37770 -0.86589 -24.83382
H -6.30523 -3.66506 -16.51722
H -7.16320 -1.71040 -7.81311
H -1.23032 2.87156 -17.99625
H -10.52512 7.98871 -16.49699
N -7.71578 6.84253 -20.40822
H -8.39974 7.52902 -20.69288
H -7.64954 -8.94005 -19.13675
C -9.46351 -7.12187 -16.72168
H -12.26366 -0.21020 -21.95990
O 2.61410 1.15607 -19.89994
C -7.33644 5.18782 -18.83835
C -4.07863 -8.90779 -13.90062
H 1.56469 -2.98776 -12.44705
H -4.07280 -0.56830 -15.18905
H -8.68891 -6.68382 -16.09224
C -8.72621 7.33155 -18.19171
H -3.76768 -3.81159 -14.16352
C -3.34161 -9.19396 -15.23488
C -12.07717 0.25980 -22.92552
H 3.93736 -2.71197 -11.40480
H -3.40773 -8.30734 -13.28623
C -13.11445 0.89479 -25.04839
H -2.79561 -1.75629 -15.33214
O -9.02909 6.72285 -16.99807
N 4.30649 -3.56811 -11.79322
H -9.24507 5.80506 -19.63331
H -5.44857 -2.37280 -14.73247
C -0.23279 -4.92264 -19.09391
H 0.24512 1.11150 -18.44118
H -6.32701 5.49796 -18.56820
H -14.01203 -1.44289 -25.85433
H -13.80257 1.94501 -27.22185
H 2.18190 -6.65017 -20.68781
C -0.30412 3.16511 -18.49029
H 1.79627 -4.07717 -21.52866
H -6.94407 -7.70208 -18.17916
H -7.63399 -6.19650 -21.50516
S -6.35002 -3.57857 -9.08320
S -0.47246 -4.19423 -20.75115
H -1.03685 3.86602 -20.47248
H -3.76472 -10.82062 -13.23981
H 4.03217 -4.19021 -11.04633
H -10.98496 0.73446 -16.87096
H 1.07725 -6.29275 -18.33389
H 6.43941 -1.58009 -15.71691
H -4.86370 -3.28179 -17.55155
N -14.33145 1.08463 -27.23350
H 1.78706 -4.51049 -11.72546
H -6.70739 -7.54387 -20.92963
C -14.45012 0.65003 -25.86411
O -14.30525 1.33687 -14.07120
C -8.69823 -2.18066 -9.37462
H 3.91162 -4.76556 -13.41941
C -5.54675 -2.92750 -16.77952
H 0.05744 -6.99009 -19.50919
C 3.85837 -2.83671 -14.12666
H -7.24371 -0.82264 -18.61650
S 2.15633 2.38266 -19.29279
H -5.35951 -10.60465 -13.88255
H 2.59003 -5.36188 -19.68416
C -4.73936 -2.66285 -15.50770
H -9.91192 6.96484 -15.17402
H -6.79227 -1.26877 -9.47860
O -14.34982 1.81693 -16.61176
C 0.68721 2.06621 -18.15625
H 5.07513 -2.27459 -16.56539
H -9.57324 -3.33244 -10.93497
C -9.01312 -8.30676 -17.59967
H -7.82778 7.90989 -17.97618
S -13.70754 1.23131 -15.42223
H -4.54276 -4.58877 -15.26288
C -4.62355 -10.14972 -13.21960
H 1.19775 2.44656 -21.40598
H -11.86529 2.05990 -14.28728
H -5.79713 -8.73040 -14.49155
H -11.85401 2.72714 -15.90694
H -8.13831 -5.06167 -9.57135
C 1.02734 3.13398 -20.57743
C -13.34817 -0.52326 -15.82127
H -11.33090 -0.32599 -23.46220
H -0.94869 2.17990 -20.26557
H -10.14558 0.61726 -15.33276
C -8.31887 6.26330 -19.28654
O -5.15870 -8.09257 -14.16418
O -6.27173 -4.32992 -7.81191
C -11.96387 1.80167 -15.34166
O -6.27105 -1.80338 -17.11001
H -2.28252 -9.06203 -15.01346
H -6.68105 -5.90126 -20.11216
H -9.91191 -6.29315 -17.26965
H -7.19155 -4.79149 -11.02937
O -1.59285 -4.85489 -21.42554
C -7.27069 -2.02163 -8.85218
N -3.93558 -3.78834 -15.15920
H -13.75016 0.44161 -27.75189
H -11.94328 -0.70434 -14.26355
H -9.04356 8.39419 -15.69844
H -9.35086 -9.77449 -16.13949
*
```

Values from the calculation:
HOMO (eV): -9.36

Löwdin atomic charge list, values in e, 4 entries:
1 C -0.116
2 C -0.064
3 H 0.110
4 H 0.114


No. 5
The following is a quantum chemistry calculation of C32H41N8P2PtS3 as an isolated structure, from the Open Molecules 2025 dataset.

Structure (ORCA input):
```
! wB97M-V def2-TZVPD RIJCOSX def2/J DEFGRID3
* xyz 1 3
H 5.47914 0.55059 2.69491
C -3.07057 -1.44266 3.04386
H 4.33799 -1.97783 -2.53624
C 4.41552 -1.81836 -0.41290
H 5.78206 -1.16390 -1.91704
S 1.52961 -2.80359 -2.82117
C 4.13601 -0.82486 1.71367
H -3.70947 -2.12303 2.47557
C -2.21625 -2.78630 0.04687
S 1.17831 0.15888 -1.13969
H 2.63857 -0.24825 -7.37551
C -2.57122 1.46599 -0.04329
H 3.70104 0.79060 3.04666
C 0.40219 2.80176 0.45915
H -1.02947 3.94765 3.80483
H -2.19457 2.31653 0.57166
C 1.83562 -0.56703 -5.38280
H 2.33329 2.22249 -7.36189
C -0.65566 3.67882 2.84175
H 0.60821 -2.64179 5.00439
P 0.81270 -0.94185 -2.80431
S 0.84141 -2.67570 0.96973
C -0.96211 -0.99534 -3.10666
C -2.95319 0.27690 -3.56886
N 2.91398 -1.32858 1.79347
H 2.69929 -2.73610 -1.04964
C 1.23827 1.46788 -4.26540
C -0.06013 1.37537 3.74023
H -3.98453 0.40845 2.28076
H -0.01567 0.81268 8.02014
H -2.74643 -3.66695 -0.33371
P -2.13168 -0.07966 0.84261
H -3.41144 -1.38337 4.09732
N 3.19094 -2.40240 -0.25120
H 0.74255 2.38488 -0.46757
H -1.00324 1.11285 -2.98404
C -3.05399 -2.10362 -3.70982
H -4.24658 2.58051 -0.90291
H -3.40761 1.24394 -3.69867
H -2.11225 -1.97493 3.13002
H -3.97552 -1.51793 0.18015
H 4.61119 -0.51432 3.73982
H 0.63384 -2.38483 3.28296
C 2.05955 1.59495 -6.51322
N 0.56416 -2.00860 4.23896
N 0.33939 1.94385 1.50805
H -0.29096 2.40428 7.31602
H -4.69868 -0.82524 -4.13005
C 0.03084 4.11803 0.60015
N 0.13901 0.10535 3.41202
C 0.32579 -0.72041 4.50613
N 0.26600 -0.33707 5.76222
Pt 0.12533 -0.23977 1.09825
C 4.96298 -1.09899 0.63561
C -3.68081 -0.88179 -3.85712
H -4.32845 0.82816 -1.07320
C 5.06743 -1.96617 -1.73582
C -2.93537 -1.44011 -0.12332
H -2.08659 -3.08270 1.08498
H 0.89784 2.05543 -3.45161
H 1.43627 3.27175 -5.36219
C -4.05315 1.63924 -0.40837
H -1.20675 -2.90798 -0.29832
H -3.58806 -3.03335 -3.85993
H -2.98011 -1.20091 -1.20434
C 1.38566 0.08489 -4.24130
H -1.26589 -3.16699 -3.23090
H -2.50410 0.67399 3.04591
C -0.14279 2.37563 2.67421
H 1.99584 -1.63170 -5.41550
C -0.49351 4.54359 1.78956
C 2.47387 -2.09692 0.85589
H 5.92723 -0.59330 0.57570
C -1.69403 -2.17233 -3.32436
N -0.12947 1.39536 7.20857
C -0.06097 0.93497 5.93779
H 5.60248 -2.91483 -1.83845
H -4.62577 1.64529 0.49243
C 1.53502 2.19478 -5.39476
H -0.87784 5.52136 1.90706
C -1.63024 0.23422 -3.26029
N -0.19173 1.87050 4.96897
C 4.49082 0.07517 2.84173
C 2.19046 0.23270 -6.52831
H -1.99306 1.40917 -0.99313
C -3.00284 -0.05190 2.39575
H 0.09504 4.72479 -0.25865
*
```

Values from the calculation:
Relative energy (zero: lowest compared OMol25 entry of this formula, charge and spin) (kJ/mol): 7.32
HOMO (spin up / spin down) (eV): -9.39 / -10.32

Löwdin atomic charge list, values in e, 4 entries:
1 H 0.095
2 C -0.133
3 H 0.054
4 C -0.218


No. 6
The following is a quantum chemistry calculation of an isolated ion of composition S2 and charge -1, from the Open Molecules 2025 dataset.

Structure (ORCA input):
```
! wB97M-V def2-TZVPD RIJCOSX def2/J DEFGRID3
* xyz -1 2
S 0.93582 0.36658 0.81776
S -0.93582 -0.36658 -0.81776
*
```

Values from the calculation:
Relative energy (zero: lowest compared OMol25 entry of this formula, charge and spin) (kJ/mol): 174.43
HOMO (spin up / spin down) (eV): -3.36 / -3.10

The molecule's natural (NBO) atomic charges, reported in e, are given here:
1 S -0.500
2 S -0.500